26
Properties=species:S:1:pos:R:3 method="wB97M-V/def2-TZVPD" gap_ev=8.7977 homo_ev=-8.1 largest_force_ev_per_a=4.58
C -2.57 1.45 -2.60
C -3.09 1.50 -1.31
C -1.23 1.11 -2.87
C -2.22 1.32 -0.31
C -0.41 0.89 -1.77
C -0.86 1.05 -0.49
C 2.65 -0.38 1.53
C 1.09 -0.44 0.51
C 4.00 -0.48 2.15
C -0.84 -2.26 0.80
N 1.43 -0.65 1.89
N 0.11 1.01 0.52
O 2.41 -0.09 0.15
S 0.49 -1.80 -0.38
H -3.32 1.46 -3.53
H -4.11 1.46 -0.99
H -1.03 0.80 -3.82
H -2.51 1.47 0.75
H 0.55 0.43 -1.93
H 3.98 -0.95 3.16
H 4.54 0.45 2.49
H 4.74 -0.97 1.54
H -0.48 -2.88 1.75
H -1.56 -3.03 0.22
H -1.38 -1.42 1.11
H -0.39 0.95 1.40